ORCA calculation (ωB97M-V with the def2-TZVPD basis set) on a structure of composition C12H16ClIN2O2PPd.

- multiplicity = 5
- expectation value of S² = 6.02
- charge = +3
- LUMO level (spin up / spin down) (hartree) = -0.434 / -0.552

Positions of all 36 atoms, in Å:
I -2.50 3.25 -1.87
Pd -0.26 -1.19 0.24
Cl 1.73 -2.32 0.28
P -0.44 -1.32 -2.01
O -2.49 0.73 0.84
O 0.07 3.49 -2.92
N -0.38 3.61 4.67
N 0.29 -0.44 2.18
C -1.18 -2.97 -2.19
C 0.96 2.69 -0.73
C 0.76 0.33 4.78
C 0.39 1.27 3.80
C 1.13 -1.45 -2.92
C -1.27 -0.58 -3.47
C 1.08 -0.95 4.37
C 0.75 -1.33 3.07
C 0.01 3.37 -1.77
C 0.31 0.88 2.45
C -0.03 2.59 4.23
C -1.69 0.05 0.35
H -0.62 -3.64 -1.55
H -1.13 -3.28 -3.24
H 1.50 -0.43 -3.05
H 0.93 0.68 5.80
H -2.35 -0.52 -3.32
H 0.69 1.61 -0.69
H -2.21 -2.92 -1.84
H 2.01 2.71 -1.01
H -0.99 0.46 -3.58
H 0.77 -2.37 2.75
H 1.46 -1.71 5.05
H 1.83 -2.04 -2.33
H 0.03 1.59 1.67
H -1.09 -1.18 -4.38
H 0.92 -1.90 -3.90
H 1.01 3.24 0.23

These are the Mulliken partial charges, in e, on atoms 1 to 8:
1. I 0.76
2. Pd 0.12
3. Cl -0.07
4. P 1.02
5. O -0.15
6. O -0.19
7. N -0.25
8. N -0.06

***

ORCA calculation (ωB97M-V with the def2-TZVPD basis set) on a structure of composition C12H16CuN5P.

- multiplicity = 1
- charge = +1
- LUMO level (hartree) = -0.139

Positions of all 35 atoms, in Å:
Cu 0.40 -0.21 -1.21
P 0.10 -0.13 0.89
N 0.93 -0.89 3.40
N 0.16 -0.10 -3.15
N 0.10 1.36 3.18
N -1.47 -0.51 3.08
N 0.94 2.87 -6.85
C 1.25 -1.06 2.00
C 1.09 0.50 3.79
C -0.44 -1.32 3.66
C 0.27 1.49 1.72
C 0.66 2.01 -6.11
C -0.35 -1.36 -5.08
C -0.05 -0.27 -5.90
C 0.42 0.99 -3.88
C -1.22 0.89 3.45
C 0.31 0.96 -5.26
C -1.50 -0.67 1.65
C -0.20 -1.25 -3.72
H 1.03 0.51 4.92
H 2.20 -0.72 1.79
H 2.08 0.86 3.55
H 0.72 1.90 -3.34
H 1.25 1.86 1.49
H -0.55 -1.24 4.76
H 1.19 -2.11 1.67
H -2.01 1.56 3.04
H -1.31 0.88 4.54
H -0.57 -2.35 -5.46
H -0.02 -0.35 -7.01
H -2.32 -0.10 1.24
H -0.33 -2.07 -3.03
H -1.60 -1.75 1.43
H -0.54 2.15 1.34
H -0.63 -2.37 3.40

These are the Mulliken partial charges, in e, on atoms 1 to 8:
1. Cu -1.00
2. P 1.64
3. N 0.11
4. N -0.52
5. N 0.14
6. N 0.09
7. N -0.41
8. C -0.96

***

ORCA calculation (ωB97M-V with the def2-TZVPD basis set) on a cluster of 8 separate species, C12H16F18N2O20S6 in total.

- multiplicity = 2
- expectation value of S² = 0.76
- charge = -3
- LUMO level (spin up / spin down) (hartree) = 0.181 / 0.022

Positions of all 74 atoms, in Å:
S 2.94 2.96 -4.65
S -3.42 2.33 0.91
S 1.87 -2.59 1.36
S -0.56 -2.02 -6.23
S 0.66 3.47 1.04
S -2.84 -2.89 2.88
F 3.59 0.29 -4.48
F -2.81 -4.18 0.57
F -4.06 -2.45 0.42
F -3.46 1.99 -1.75
F 3.96 1.32 -6.49
F -2.13 -3.79 -4.80
F -2.29 -1.74 -4.20
F 5.25 1.79 -4.82
F -4.79 -4.21 1.57
F 2.59 5.19 0.75
F 4.51 -2.11 0.77
F 4.08 -4.22 1.22
F -4.71 0.56 -0.77
F -0.54 -2.90 -3.56
F 4.06 -2.75 2.78
F -5.26 2.71 -0.80
F 1.87 5.16 2.76
F 3.06 3.53 2.08
O 0.72 3.47 -0.41
O -3.81 -1.91 3.30
O 3.57 4.18 -5.14
O 2.86 2.92 -3.20
O -1.58 -2.27 2.56
O 0.24 -0.87 -5.71
O -2.10 1.78 0.89
O 0.21 -3.06 -6.82
O -0.59 4.14 1.53
O 1.64 2.65 -5.29
O -3.26 3.82 0.87
O 1.06 -3.49 2.22
O -0.54 0.50 -2.40
O -2.75 -4.00 3.84
O -1.75 -1.60 -6.99
O 1.51 -2.90 -0.06
O -0.12 1.31 5.62
O 0.88 2.12 1.60
O 1.58 -1.20 1.69
O -4.21 1.78 1.96
N -0.35 0.27 3.50
N 0.85 0.36 -0.53
C 0.40 0.51 4.83
C -4.28 1.83 -0.75
C 2.08 -0.04 -1.40
C 4.03 1.43 -5.13
C -1.41 -0.98 -0.72
C -0.39 -0.02 -1.31
C -1.83 0.62 3.69
C 3.79 -2.93 1.55
C 2.13 4.38 1.76
C -1.42 -2.64 -4.62
C 1.70 -0.17 5.04
C -3.67 -3.49 1.22
H 2.07 0.47 -2.37
H -2.34 -0.45 -0.50
H -1.17 -1.43 0.25
H 2.17 -0.05 6.01
H -1.75 -1.68 -1.48
H 0.80 1.30 -0.16
H 1.66 -1.26 5.00
H 0.14 0.80 2.79
H -2.19 1.65 3.80
H -0.12 -0.68 3.28
H -2.22 0.30 2.72
H 2.55 0.13 4.43
H 2.94 0.24 -0.80
H 2.20 -1.12 -1.46
H -2.34 0.04 4.45
H 0.87 -0.24 0.28

These are the Mulliken partial charges, in e, on atoms 1 to 8:
1. S 1.07
2. S 1.30
3. S 1.13
4. S 1.01
5. S 1.21
6. S 1.16
7. F -0.18
8. F -0.20

***

ORCA calculation (ωB97M-V with the def2-TZVPD basis set) on a cluster of 2 separate species, C12H16F5N2O4 in total.

- multiplicity = 1
- charge = +1
- LUMO level (hartree) = -0.207

Positions of all 39 atoms, in Å:
F -5.99 1.99 -1.74
F -3.66 1.06 -2.54
F -5.11 3.01 -0.03
F -4.04 0.58 -0.44
F -4.59 3.63 -2.05
O 2.48 -2.75 0.78
O 4.58 -2.03 1.24
O -1.80 -0.90 -1.23
O 2.98 -0.68 0.39
N 0.07 3.03 -0.21
N 0.03 1.87 -0.84
C 3.95 0.37 0.38
C -2.23 3.34 -0.28
C -0.97 3.78 0.08
C -1.15 1.41 -1.22
C -3.72 1.56 -1.30
C 2.79 -4.15 2.77
C -1.09 0.07 -1.94
C -1.10 -1.45 -0.11
C -4.89 2.57 -1.28
C 3.46 -1.85 0.85
C 2.83 -4.07 1.26
C -2.35 2.13 -0.92
H -0.70 -2.43 -0.39
H 1.82 -3.83 3.15
H 3.56 -3.52 3.21
H -0.03 -0.19 -2.08
H 4.84 0.06 -0.16
H 3.48 1.20 -0.13
H -1.82 -1.58 0.70
H 4.22 0.65 1.40
H 1.01 3.32 0.05
H -3.08 3.96 -0.04
H 2.07 -4.72 0.82
H 3.80 -4.35 0.87
H -0.78 4.72 0.60
H 2.97 -5.17 3.09
H -0.28 -0.81 0.21
H -1.55 0.17 -2.92

These are the Mulliken partial charges, in e, on atoms 1 to 8:
1. F -0.22
2. F -0.30
3. F -0.23
4. F -0.25
5. F -0.23
6. O -0.31
7. O -0.54
8. O -0.36